# 1
Computed, not measured: C25H19N3S8SbW as an isolated structure in a non-equilibrium geometry, with wB97M-V/def2-TZVPD.

Properties
* energy relative to the best compared isomer or geometry (same formula, charge and spin): 18.1 kJ/mol
* calculated total energy: -125743.6469 eV
* Kohn-Sham gap: 5.77 eV
* lowest unoccupied orbital energy: -5.14 eV
* maximum force: 0.05452 hartree/bohr

```
! wB97M-V def2-TZVPD RIJCOSX def2/J DEFGRID3
* xyz 1 1
W -0.699 -0.252 -1.236
S 0.054 1.707 -3.237
C 1.811 1.937 -3.157
C 2.561 2.028 -4.321
C 3.930 2.227 -4.233
C 4.537 2.348 -2.991
C 3.786 2.281 -1.827
C 2.415 2.075 -1.908
S 1.508 1.826 -0.400
C 0.227 3.118 -0.325
C -0.860 2.597 0.570
C -1.373 3.463 1.521
C -2.386 3.050 2.363
C -2.848 1.755 2.241
C -2.297 0.921 1.284
C -2.760 -0.492 1.188
S -1.618 -2.212 -1.521
C 0.419 -2.494 0.854
C 0.313 -3.553 1.742
C 1.073 -4.698 1.550
C 1.957 -4.778 0.485
C 2.090 -3.708 -0.386
C 1.326 -2.562 -0.199
S 1.579 -1.165 -1.237
N -1.310 1.326 0.444
H 2.068 1.941 -5.281
H 4.521 2.296 -5.136
H 5.606 2.505 -2.926
H 4.255 2.378 -0.857
H -0.148 3.336 -1.325
H 0.659 4.020 0.100
H -0.969 4.463 1.589
H -2.799 3.720 3.106
H -3.640 1.378 2.872
H -3.049 -0.721 0.170
H -3.652 -0.636 1.799
H -0.363 -3.505 2.586
H 0.964 -5.524 2.238
H 2.542 -5.674 0.332
H 2.779 -3.746 -1.218
S -3.735 -2.124 -4.065
Sb -2.849 -0.070 -4.184
S -2.645 0.966 -1.967
S -0.125 -0.310 -3.640
S -2.716 1.545 -5.728
N -3.528 -2.756 4.388
C -2.702 -2.153 3.861
C -1.672 -1.432 3.193
C -0.774 -0.690 3.851
C 0.328 -0.099 3.123
C 0.541 -0.412 1.847
N -0.338 -1.244 1.059
C -1.683 -1.489 1.679
H -0.817 -0.592 4.927
H 1.049 0.513 3.647
H 1.460 -0.152 1.344
H -2.005 -2.477 1.354
*
```

# 2
Computed, not measured: C25H20AsCl3N3O15ReS2 as an isolated structure in a non-equilibrium geometry, with wB97M-V/def2-TZVPD.

Properties
* energy relative to the best compared isomer or geometry (same formula, charge and spin): 106.8 kJ/mol
* calculated total energy: -183638.2000 eV
* Kohn-Sham gap (alpha / beta): 6.88 / 6.98 eV
* lowest unoccupied orbital energy (alpha / beta): 0.04 / 0.42 eV
* maximum force: 0.09482 hartree/bohr

```
! wB97M-V def2-TZVPD RIJCOSX def2/J DEFGRID3
* xyz -1 2
Re 0.152 -1.795 0.559
O 4.682 0.433 -3.176
C 4.274 1.523 -2.573
O 4.753 2.604 -2.825
C 3.190 1.401 -1.548
C 2.753 2.473 -0.776
Cl 3.439 4.019 -0.781
N 1.735 2.048 0.022
N 1.509 0.748 -0.199
C 2.355 0.333 -1.125
C 2.279 -1.075 -1.629
O 3.035 -1.440 -2.526
O 1.384 -1.838 -1.139
C 0.911 2.762 0.921
C 0.893 4.150 1.001
C 0.012 4.783 1.862
C -0.847 4.052 2.663
C -0.822 2.669 2.593
C 0.041 2.030 1.725
H 4.130 -0.385 -2.972
H 1.547 4.753 0.398
H 0.005 5.863 1.896
H -1.530 4.553 3.331
H -1.478 2.069 3.204
H 0.036 0.960 1.644
O -2.714 -5.096 0.208
As -2.326 -3.410 0.590
O -3.799 -2.770 0.522
O -1.091 -2.909 -0.451
C -1.642 -3.345 2.425
C -2.444 -2.710 3.368
C -2.002 -2.583 4.676
C -0.775 -3.108 5.055
C 0.019 -3.747 4.116
C -0.414 -3.852 2.807
S 0.683 -4.542 1.565
O 1.596 -5.426 2.231
O -0.125 -5.131 0.543
O 1.422 -3.304 1.095
H -3.463 -5.062 -0.399
H -3.405 -2.325 3.041
H -2.607 -2.052 5.398
H -0.429 -3.006 6.074
H 0.981 -4.162 4.373
O 1.807 -1.159 4.138
N 1.927 -0.950 2.948
O 0.920 -1.010 2.172
Cl -0.318 -2.870 -3.165
C -1.322 -2.329 -4.554
Cl -0.507 -1.089 -5.496
H -2.243 -1.890 -4.169
H -1.503 -3.175 -5.214
C 0.726 3.894 -3.527
C -0.056 2.930 -2.688
C 0.066 1.563 -2.902
C -0.662 0.673 -2.138
C -1.516 1.144 -1.165
C -1.649 2.496 -0.924
C -0.914 3.388 -1.691
S -2.467 -0.116 -0.321
O -2.745 -1.080 -1.345
O -3.562 0.505 0.360
O -1.442 -0.590 0.730
H 1.311 3.364 -4.275
H 1.403 4.481 -2.907
H 0.052 4.584 -4.034
H 0.728 1.194 -3.668
H -0.599 -0.389 -2.286
H -2.329 2.827 -0.154
H -1.009 4.449 -1.512
*
```

# 3
Computed, not measured: C25H20AuN2STe as an isolated structure, with wB97M-V/def2-TZVPD.

Properties
* energy relative to the best compared isomer or geometry (same formula, charge and spin): 0.0 kJ/mol
* calculated total energy: -51041.9556 eV
* Kohn-Sham gap (alpha / beta): 8.72 / 5.11 eV
* lowest unoccupied orbital energy (alpha / beta): -2.74 / -6.31 eV
* maximum force: 0.01525 hartree/bohr

```
! wB97M-V def2-TZVPD RIJCOSX def2/J DEFGRID3
* xyz 1 3
Au -0.009 0.388 0.724
N -0.076 -1.166 -1.148
C -1.447 -1.156 -1.496
C -2.195 -2.323 -1.414
C -3.550 -2.290 -1.692
C -4.157 -1.093 -2.052
C -3.405 0.068 -2.129
C -2.042 0.061 -1.847
C -1.249 1.309 -1.890
C -1.487 2.266 -2.880
C -0.748 3.433 -2.940
C 0.262 3.682 -2.024
C 0.539 2.749 -1.031
C -0.257 1.620 -0.959
H 0.291 -2.082 -0.914
H 0.547 -0.698 -1.801
H -1.711 -3.254 -1.147
H -4.134 -3.198 -1.640
H -5.216 -1.062 -2.265
H -3.884 1.004 -2.384
H -2.241 2.070 -3.631
H -0.944 4.146 -3.728
H 0.838 4.593 -2.081
H 1.332 2.923 -0.317
S 2.116 -0.451 1.540
C 2.678 -0.498 -0.047
N 2.993 -0.548 -1.154
Te -1.555 -0.390 2.774
C -0.531 -0.013 4.550
C -1.158 -0.399 5.732
C -0.511 -0.189 6.939
C 0.739 0.410 6.962
C 1.351 0.806 5.782
C 0.717 0.595 4.566
C -1.253 -2.455 2.637
C -2.237 -3.208 2.010
C -2.058 -4.578 1.878
C -0.912 -5.179 2.375
C 0.060 -4.419 3.014
C -0.105 -3.050 3.147
H -2.137 -0.861 5.720
H -0.986 -0.488 7.863
H 1.239 0.576 7.905
H 2.319 1.282 5.807
H 1.185 0.928 3.653
H -3.138 -2.745 1.628
H -2.820 -5.174 1.398
H -0.777 -6.247 2.274
H 0.947 -4.892 3.410
H 0.649 -2.463 3.655
*
```

# 4
Computed, not measured: C25H20BrCl5F5N2O4TeV as an isolated structure in a non-equilibrium geometry, with wB97M-V/def2-TZVPD.

Properties
* energy relative to the best compared isomer or geometry (same formula, charge and spin): 202.0 kJ/mol
* calculated total energy: -216644.6569 eV
* Kohn-Sham gap (alpha / beta): 5.29 / 6.66 eV
* lowest unoccupied orbital energy (alpha / beta): 3.91 / 3.91 eV
* maximum force: 0.03521 hartree/bohr

```
! wB97M-V def2-TZVPD RIJCOSX def2/J DEFGRID3
* xyz -2 3
V -0.896 -0.241 -1.309
O 2.519 -2.847 -1.001
C 3.490 -1.924 -0.935
C 4.800 -2.375 -0.750
C 5.848 -1.478 -0.646
C 5.616 -0.111 -0.729
C 4.316 0.335 -0.922
C 3.244 -0.541 -1.027
C 1.846 0.021 -1.190
O 0.911 -0.934 -1.572
N 1.473 0.642 0.099
N 0.059 0.782 0.126
C -0.495 1.220 1.259
C -1.854 1.541 1.315
Br -2.853 1.158 -0.288
C -2.608 2.010 2.368
C -2.118 2.507 3.637
C -0.852 3.092 3.814
C -0.431 3.526 5.061
C -1.255 3.408 6.173
C -2.530 2.872 6.008
C -2.953 2.438 4.767
H 1.670 -2.349 -1.197
H 4.963 -3.443 -0.685
H 6.856 -1.850 -0.498
H 6.432 0.595 -0.649
H 4.110 1.398 -0.995
H 1.857 0.845 -1.919
H 1.782 0.064 0.880
H 0.112 1.297 2.154
H -3.684 1.944 2.269
H -0.215 3.241 2.953
H 0.553 3.969 5.161
H -0.916 3.736 7.148
H -3.196 2.784 6.859
H -3.944 2.012 4.652
Cl -0.522 3.269 -1.707
C -0.375 2.281 -3.145
C -0.560 0.898 -3.090
C -0.334 0.241 -4.307
Cl -0.479 -1.489 -4.429
C 0.022 0.899 -5.483
Cl 0.308 0.034 -6.961
C 0.164 2.282 -5.487
Cl 0.603 3.121 -6.939
C -0.038 2.980 -4.308
Cl 0.142 4.706 -4.311
F -3.161 -1.436 1.357
Te -3.571 -2.112 -0.589
F -4.213 -0.298 -2.268
F -4.650 -3.457 0.343
F -2.083 -4.003 1.167
F -3.771 -3.410 -2.031
O -1.826 -1.468 -1.841
C -0.248 -2.350 1.706
O -0.781 -2.275 0.401
C -1.768 -3.259 0.049
C -1.168 -4.193 -0.971
H -1.011 -2.118 2.451
H 0.544 -1.600 1.743
H 0.190 -3.332 1.906
H -1.859 -5.012 -1.165
H -0.223 -4.577 -0.575
H -0.982 -3.667 -1.904
*
```

# 5
Computed, not measured: C25H20BrFeN7O2Se as an isolated structure in a non-equilibrium geometry, with wB97M-V/def2-TZVPD.

Properties
* energy relative to the best compared isomer or geometry (same formula, charge and spin): 73.9 kJ/mol
* calculated total energy: -210528.1162 eV
* Kohn-Sham gap (alpha / beta): 7.57 / 4.86 eV
* lowest unoccupied orbital energy (alpha / beta): -8.78 / -11.48 eV
* maximum force: 0.02355 hartree/bohr

```
! wB97M-V def2-TZVPD RIJCOSX def2/J DEFGRID3
* xyz 3 6
Fe -0.104 -0.385 -0.281
O -3.904 -5.331 -1.225
C -3.194 -4.279 -0.897
C -3.503 -3.395 0.151
C -2.682 -2.325 0.391
N -1.579 -2.066 -0.342
C -1.310 -2.925 -1.335
Br 0.238 -2.443 -2.312
C -2.044 -4.021 -1.666
H -4.687 -5.475 -0.672
H -4.379 -3.548 0.766
H -2.901 -1.629 1.189
H -1.781 -4.671 -2.489
C -2.719 3.133 0.075
C -2.173 1.944 -0.639
O -1.437 1.104 -0.036
N -2.485 1.774 -1.907
C -2.062 0.607 -2.665
C -0.652 0.771 -3.162
C -0.366 0.909 -4.507
C 0.953 1.095 -4.902
C 1.936 1.216 -3.933
C 1.576 1.075 -2.606
N 0.317 0.810 -2.226
H -2.812 2.918 1.136
H -3.682 3.433 -0.330
H -2.022 3.969 -0.028
H -3.009 2.494 -2.386
H -2.749 0.456 -3.493
H -2.120 -0.260 -2.004
H -1.163 0.865 -5.237
H 1.203 1.162 -5.953
H 2.964 1.423 -4.196
H 2.302 1.206 -1.815
Se 4.375 -3.638 5.199
N 4.668 -3.242 3.505
C 3.634 -2.574 3.066
C 3.495 -2.081 1.704
C 4.501 -2.183 0.739
C 4.255 -1.711 -0.534
C 3.007 -1.174 -0.823
N 2.052 -1.043 0.098
C 2.295 -1.473 1.347
C 1.256 -1.237 2.314
N 0.165 -0.599 1.867
C -0.799 -0.258 2.724
C -0.718 -0.556 4.078
C 0.375 -1.262 4.542
C 1.388 -1.619 3.645
C 2.584 -2.353 4.027
N 2.797 -2.849 5.218
H 5.447 -2.631 1.014
H 5.012 -1.759 -1.305
H 2.769 -0.849 -1.825
H -1.647 0.276 2.314
H -1.504 -0.238 4.748
H 0.474 -1.542 5.583
*
```

# 6
Computed, not measured: a 3-piece molecular cluster, C25H20ClF26O4P overall, with wB97M-V/def2-TZVPD.

Properties
* SMILES string: CCP(C)C1=C(Cl)C(=O)C(F)=C(CCC(F)(F)C(F)(F)C(F)(F)C(F)(F)F)C1=O.FC(F)C(F)(F)COC(F)(F)C(F)F.FC(F)C(F)(F)COC(F)(F)C(F)F
* calculated total energy: -126904.8001 eV
* Kohn-Sham gap: 7.54 eV
* lowest unoccupied orbital energy: -1.38 eV
* maximum force: 0.01273 hartree/bohr

```
! wB97M-V def2-TZVPD RIJCOSX def2/J DEFGRID3
* xyz 0 1
C 0.931 -1.815 1.025
C 0.523 -1.748 -0.455
P -1.281 -1.340 -0.607
C -1.284 0.015 -1.862
C -1.912 -2.711 -1.681
C -1.364 -3.285 -2.760
Cl 0.089 -2.779 -3.522
C -2.065 -4.419 -3.465
O -1.888 -4.696 -4.616
C -3.029 -5.172 -2.603
F -3.291 -6.409 -3.014
C -3.650 -4.630 -1.560
C -4.658 -5.412 -0.753
C -5.571 -4.627 0.194
C -6.771 -4.057 -0.531
F -6.451 -3.642 -1.785
F -7.711 -5.030 -0.683
C -7.447 -2.868 0.201
F -6.520 -2.087 0.776
F -8.219 -3.381 1.182
C -8.382 -1.969 -0.661
F -9.315 -2.756 -1.225
F -8.992 -1.134 0.200
C -7.735 -1.091 -1.791
F -7.800 -1.722 -2.971
F -8.412 0.062 -1.894
F -6.450 -0.816 -1.517
C -3.289 -3.197 -1.301
O -4.091 -2.419 -0.845
H 0.450 -2.663 1.523
H 0.649 -0.898 1.553
H 2.015 -1.934 1.113
H 1.076 -0.950 -0.963
H 0.769 -2.686 -0.956
H -0.464 -0.064 -2.578
H -2.235 -0.018 -2.402
H -1.229 0.970 -1.333
H -4.098 -6.142 -0.158
H -5.270 -5.997 -1.448
H -5.966 -5.316 0.947
H -5.032 -3.842 0.722
F 4.257 1.094 1.702
C 4.364 1.039 0.356
F 3.276 0.402 -0.128
C 5.613 0.269 -0.083
F 5.451 -1.050 0.132
F 5.670 0.474 -1.437
C 6.969 0.741 0.443
O 7.468 0.110 1.603
C 7.167 0.545 2.854
F 6.551 1.740 2.844
F 8.340 0.704 3.520
C 6.374 -0.496 3.666
F 5.322 -0.957 2.963
F 5.917 0.094 4.791
H 4.387 2.057 -0.041
H 7.672 0.456 -0.338
H 6.991 1.828 0.530
H 7.030 -1.327 3.928
F 1.443 5.357 -0.588
C 2.085 6.378 -1.190
F 2.550 5.947 -2.382
C 3.274 6.861 -0.350
F 4.278 5.965 -0.398
F 3.691 7.998 -0.993
C 3.014 7.301 1.092
O 3.213 6.340 2.104
C 2.229 5.492 2.508
F 1.030 5.830 2.010
F 2.148 5.581 3.859
C 2.574 4.022 2.212
F 2.964 3.879 0.924
F 1.476 3.267 2.411
H 1.385 7.202 -1.355
H 3.781 8.051 1.283
H 2.043 7.791 1.178
H 3.375 3.690 2.874
*
```